No. 1
DFT (ωB97M-V with the def2-TZVPD basis set) results for a 3-piece molecular cluster, C5H14O3 overall.

Structure (ORCA input):
```
! wB97M-V def2-TZVPD RIJCOSX def2/J DEFGRID3
* xyz 0 1
C -1.5076 1.9868 1.6821
C -0.6865 1.2100 0.9872
C -0.8108 -0.2492 1.1485
C -1.2050 -0.8209 -0.2781
C 0.0750 -0.9874 -1.2804
O 0.8400 -1.9818 -0.6392
H -1.3293 3.0088 1.7776
H -2.4132 1.5727 2.1753
H 0.1450 1.6552 0.3996
H -1.4768 -0.6733 1.8167
H 0.1825 -0.7211 1.4770
H -1.6590 -1.8545 -0.2646
H -1.9834 -0.1785 -0.8088
H 0.6480 -0.0215 -1.3538
H -0.1190 -1.6343 -2.3018
H 1.0605 -1.4928 0.1950
O 2.0398 -2.6305 2.4538
H 1.4514 -3.1411 1.8912
H 2.0938 -2.9896 3.3772
O 0.5790 3.7241 -3.6060
H -0.2416 3.8818 -3.9623
H 0.7800 2.8575 -3.6428
*
```

Computed properties:
LUMO, eV: 0.741
Frontier orbital gap, eV: 10.281
Structure (SMILES): C=CCCCO.O.O
Strongest force on any atom, Eh/bohr: 0.0961

No. 2
DFT (ωB97M-V with the def2-TZVPD basis set) results for a 3-piece molecular cluster, C5H14O3 overall.

Structure (ORCA input):
```
! wB97M-V def2-TZVPD RIJCOSX def2/J DEFGRID3
* xyz 1 2
C -2.2228 -2.1948 2.0646
C -1.6750 -1.0306 1.2201
C 1.4606 1.1048 2.0012
O 1.1621 2.5166 2.1419
C 0.3229 0.5214 1.2339
C -0.6407 -0.2695 1.8915
H -3.3018 -2.2272 2.0503
H -1.9640 -2.1267 3.1267
H -1.8050 -3.1319 1.7389
H -2.5178 -0.4086 0.8685
H -1.2602 -1.3864 0.2655
H 2.3754 1.0374 1.4214
H 1.5669 0.6712 3.0003
H 0.2703 2.7708 1.8739
H 0.4945 0.4543 0.1643
H -0.6871 -0.1721 2.9713
H 3.7610 1.6327 -5.7138
H 2.3069 1.8204 -6.1944
O 2.8420 1.5889 -5.4255
H 0.2661 -0.0799 -2.9679
H -0.5423 -0.3354 -4.2661
O -0.2121 -0.7555 -3.4665
*
```

Computed properties:
LUMO (alpha / beta), eV: -5.306 / -8.776
Frontier orbital gap (alpha / beta), eV: 8.261 / 4.791
Strongest force on any atom, Eh/bohr: 0.0414

No. 3
DFT (ωB97M-V with the def2-TZVPD basis set) results for a 2-piece molecular cluster, C5H14P2 overall.

Structure (ORCA input):
```
! wB97M-V def2-TZVPD RIJCOSX def2/J DEFGRID3
* xyz 0 1
C -1.1453 1.5594 0.5938
C -0.6476 1.1211 -1.7654
C 0.1806 -1.4817 1.5767
C 2.8609 -0.3845 -0.0479
C -0.2807 0.7050 -0.3291
P -2.3820 -1.3557 -0.4257
P -0.3429 -1.1556 -0.2112
H -2.1845 1.2550 0.3968
H -0.7738 1.2690 1.6840
H -0.9060 2.5757 0.3417
H -0.3617 0.5320 -2.7096
H -0.3005 2.1726 -2.0641
H -1.7757 1.0750 -1.9194
H 1.2134 -0.9791 1.6118
H -0.5981 -1.0318 2.2781
H 0.2704 -2.6225 1.6858
H 3.4432 -0.2213 -0.9402
H 2.7703 0.1306 0.9196
H 2.5904 -1.4543 -0.0902
H 0.7560 0.9445 -0.3113
H -2.3864 -2.6533 -0.2742
*
```

Computed properties:
LUMO (alpha / beta), eV: -1.092 / -0.222
Frontier orbital gap (alpha / beta), eV: 7.391 / 7.371
Strongest force on any atom, Eh/bohr: 0.0658

No. 4
DFT (ωB97M-V with the def2-TZVPD basis set) results for a 2-piece molecular cluster, C5H14S overall.

Structure (ORCA input):
```
! wB97M-V def2-TZVPD RIJCOSX def2/J DEFGRID3
* xyz -1 2
C 0.3695 0.4205 -2.4972
C -0.5101 -0.8218 -2.1981
C -0.3888 1.7060 -2.3816
H 0.9379 0.3130 -3.4194
H 1.1631 0.3476 -1.7392
H -1.4517 -0.8203 -2.7484
H 0.0633 -1.7139 -2.4652
H -0.9994 1.9391 -3.2644
H -0.6959 -0.8606 -1.1278
H 0.3329 2.5284 -2.3013
H -1.1366 1.7438 -1.5909
C 0.0468 -0.2486 4.2181
C 0.5024 -0.8141 1.5219
S 1.2996 -0.8915 3.1009
H 0.6212 0.2380 5.0103
H -0.5720 0.4806 3.7034
H -0.5679 -0.9917 4.7273
H 0.2712 -1.8107 1.1150
H 1.1790 -0.4353 0.7512
H -0.4644 -0.3084 1.5856
*
```

Computed properties:
LUMO (alpha / beta), eV: 3.230 / 3.323
Frontier orbital gap (alpha / beta), eV: 1.915 / 8.335
Strongest force on any atom, Eh/bohr: 0.0345

No. 5
DFT (ωB97M-V with the def2-TZVPD basis set) results for a 2-piece molecular cluster, C5H14S overall.

Structure (ORCA input):
```
! wB97M-V def2-TZVPD RIJCOSX def2/J DEFGRID3
* xyz 0 1
C 1.6148 2.1939 -0.7379
C 1.2459 1.2815 0.4257
S 2.5199 0.0382 0.8064
C 2.1742 -1.0762 -0.5449
H 0.7926 2.8315 -0.9952
H 1.8030 1.5935 -1.5997
H 2.4933 2.7829 -0.5580
H 1.0315 1.8795 1.3116
H 0.3480 0.7056 0.1995
H 1.2263 -1.6019 -0.4509
H 2.2837 -0.5853 -1.5052
H 2.9418 -1.8559 -0.5910
C -2.8550 -0.4446 0.9303
C -2.2653 -1.5917 0.1075
H -2.2248 -0.2352 1.7959
H -2.9270 0.4799 0.3566
H -3.8411 -0.7097 1.3084
H -2.8147 -1.7000 -0.8236
H -2.3366 -2.5097 0.6946
H -1.2105 -1.4762 -0.1300
*
```

Computed properties:
LUMO, eV: 0.947
Frontier orbital gap, eV: 9.469
Structure (SMILES): CCSC.CC
Strongest force on any atom, Eh/bohr: 0.0197

No. 6
DFT (ωB97M-V with the def2-TZVPD basis set) results for a 2-piece molecular cluster, C5H14S overall.

Structure (ORCA input):
```
! wB97M-V def2-TZVPD RIJCOSX def2/J DEFGRID3
* xyz 0 1
C -0.1916 1.8530 -1.1578
C -0.0359 0.4525 -0.5829
S 1.6928 -0.0561 -0.3519
C 2.0886 -0.6253 -2.0198
H -1.1174 2.3366 -0.8532
H -0.0811 1.8455 -2.2449
H 0.6013 2.5210 -0.8246
H -0.4876 0.3870 0.4046
H -0.5158 -0.2442 -1.2722
H 1.2554 -0.3739 -2.6793
H 2.9836 -0.1699 -2.4208
H 2.1518 -1.7113 -2.0086
C -2.9094 -1.1259 1.5963
C -1.9886 -0.4919 2.6541
H -2.4271 -1.4013 0.6630
H -3.5170 -1.9580 1.9566
H -3.6645 -0.3752 1.4212
H -2.1408 0.5918 2.5756
H -0.9146 -0.5586 2.4615
H -2.2443 -0.6567 3.6998
*
```

Computed properties:
LUMO, eV: 1.023
Frontier orbital gap, eV: 9.482
Structure (SMILES): CCSC.CC
Strongest force on any atom, Eh/bohr: 0.0266

No. 7
DFT (ωB97M-V with the def2-TZVPD basis set) results for a 2-piece molecular cluster, C5H14S overall.

Structure (ORCA input):
```
! wB97M-V def2-TZVPD RIJCOSX def2/J DEFGRID3
* xyz 0 1
C 0.2342 1.5491 1.6216
C -0.6381 0.2818 1.8737
S -0.1000 -1.2521 1.1870
C 1.4078 -1.5742 2.0073
H 0.9574 1.5140 0.7831
H 0.9864 1.8474 2.3842
H -0.3455 2.4695 1.4682
H -0.9875 0.3253 3.1068
H -1.6034 0.5835 1.4029
H 2.2065 -0.8493 1.9936
H 1.3161 -1.5921 3.1211
H 1.8191 -2.5730 1.5180
C -0.0531 -0.5968 -2.6639
C -1.2102 0.3296 -2.8799
H 0.9062 -0.1472 -2.7855
H -0.0611 -1.1364 -1.6862
H -0.0216 -1.1175 -3.5622
H -2.2372 -0.0823 -3.0784
H -1.4483 1.0327 -1.9925
H -1.1277 0.9878 -3.8192
*
```

Computed properties:
LUMO, eV: 0.930
Frontier orbital gap, eV: 9.486
Structure (SMILES): CCSC.CC
Strongest force on any atom, Eh/bohr: 0.0833

No. 8
DFT (ωB97M-V with the def2-TZVPD basis set) results for a 2-piece molecular cluster, C5H14S overall.

Structure (ORCA input):
```
! wB97M-V def2-TZVPD RIJCOSX def2/J DEFGRID3
* xyz 0 1
C 1.7938 -1.9357 1.0830
C 1.0340 -1.1049 0.0138
C -0.2727 -1.8181 -0.4432
H 2.0666 -2.8304 0.6037
H 1.0572 -2.1985 1.9091
H 2.5399 -1.2751 1.6439
H 1.8043 -0.9631 -0.8428
H 0.7722 0.0282 0.1515
H 0.0185 -2.2776 -1.3244
H -0.4225 -2.6097 0.4674
H -1.1425 -1.1573 -0.4737
C -1.4084 1.3090 0.8311
S -1.0284 2.8878 0.2283
C -0.5575 2.6933 -1.4692
H -0.9294 1.1070 1.8065
H -1.5585 0.5620 0.0855
H -2.5461 1.4436 1.0854
H 0.1627 1.8798 -1.6084
H -1.4086 2.6591 -2.0665
H 0.0254 3.6005 -1.6810
*
```

Computed properties:
LUMO, eV: 1.008
Frontier orbital gap, eV: 9.239
Structure (SMILES): CCC.CSC
Strongest force on any atom, Eh/bohr: 0.0876

No. 9
DFT (ωB97M-V with the def2-TZVPD basis set) results for a 2-piece molecular cluster, C5H14S overall.

Structure (ORCA input):
```
! wB97M-V def2-TZVPD RIJCOSX def2/J DEFGRID3
* xyz 0 1
C 0.8238 -1.9558 -1.5114
C 1.0786 -0.6724 -0.6564
C 2.1309 -0.9563 0.4257
H 1.7389 -2.5457 -1.4992
H 0.5604 -1.7236 -2.5390
H 0.0032 -2.5593 -1.1100
H 0.1565 -0.3708 -0.1960
H 1.4334 0.0725 -1.3501
H 2.4337 -0.0291 0.8916
H 1.7024 -1.6368 1.1784
H 3.0208 -1.4360 0.0231
C -1.5856 2.2444 -0.1302
C -1.6061 1.6041 1.2304
S -2.5821 -0.0054 1.2629
H -1.8663 3.3052 -0.1370
H -2.3297 1.7055 -0.7079
H -0.6901 2.1582 -0.7473
H -0.6558 1.2739 1.6479
H -2.0605 2.2768 1.9555
H -1.7063 -0.7492 1.9689
*
```

Computed properties:
LUMO, eV: 0.862
Frontier orbital gap, eV: 9.975
Structure (SMILES): CCC.CCS
Strongest force on any atom, Eh/bohr: 0.0364

No. 10
DFT (ωB97M-V with the def2-TZVPD basis set) results for a 2-piece molecular cluster, C5H14S overall.

Structure (ORCA input):
```
! wB97M-V def2-TZVPD RIJCOSX def2/J DEFGRID3
* xyz 1 2
C -1.9880 -0.1837 1.3829
C -1.1873 -1.4341 1.7261
C -0.7426 1.2458 -0.9388
S -1.0114 1.3721 0.8458
H -2.7295 -0.3428 0.5797
H -2.5317 0.1333 2.3003
H -1.0114 -1.9516 0.9053
H -1.8722 -2.0089 2.3481
H -0.5792 2.2157 -1.4880
H 0.2270 0.7162 -1.2060
H -1.5945 0.7323 -1.3058
H -0.3856 -1.0257 2.3329
C 2.8700 -0.8185 -0.9894
C 2.7149 -1.2367 -2.4708
H 1.9076 -0.8247 -0.4354
H 3.6323 -1.3481 -0.4342
H 3.0251 0.2667 -1.1459
H 3.0372 -0.4545 -3.1788
H 1.6293 -1.4366 -2.5017
H 3.4249 -2.0616 -2.5637
*
```

Computed properties:
LUMO (alpha / beta), eV: -3.412 / -8.396
Frontier orbital gap (alpha / beta), eV: 10.533 / 5.549
Strongest force on any atom, Eh/bohr: 0.0983

No. 11
DFT (ωB97M-V with the def2-TZVPD basis set) results for a 2-piece molecular cluster, C5H14Si2 overall.

Structure (ORCA input):
```
! wB97M-V def2-TZVPD RIJCOSX def2/J DEFGRID3
* xyz 0 1
C -4.3873 -1.7722 -0.1548
C -3.8095 -0.7397 0.3608
C 2.8110 0.8034 1.3294
C 1.3960 1.6438 -1.0999
C 0.8409 -1.3483 -0.0372
Si -3.0732 0.9336 -0.2397
Si 1.1811 0.5027 0.4369
H -4.9041 -2.5491 0.5301
H -4.5222 -1.9147 -1.2495
H -3.8254 -0.8108 1.4398
H 3.0237 1.9241 1.1910
H 2.8139 0.4754 2.2934
H 3.6344 0.3589 0.6986
H 0.6681 1.4507 -1.9201
H 1.3162 2.7045 -0.6750
H 2.4505 1.4733 -1.4822
H 1.6822 -2.0306 -0.0093
H 0.1543 -1.7203 0.7193
H 0.3168 -1.3046 -1.0678
H -1.6498 0.3847 -0.7789
H 0.1499 1.3887 1.1584
*
```

Computed properties:
LUMO, eV: -0.929
Frontier orbital gap, eV: 7.656
Strongest force on any atom, Eh/bohr: 0.0873

No. 12
DFT (ωB97M-V with the def2-TZVPD basis set) results for a 2-piece molecular cluster, C5H15BN3O2 overall.

Structure (ORCA input):
```
! wB97M-V def2-TZVPD RIJCOSX def2/J DEFGRID3
* xyz 1 1
B 1.1984 -1.7605 -0.0118
C -2.2622 -0.4348 -0.0275
C 1.4486 2.3329 0.7296
C 1.7294 1.4016 -0.4826
C 0.6149 0.6219 -1.0581
C 0.2212 -0.4429 -0.2141
N -3.3470 -1.2045 0.0338
N -2.3827 0.8592 0.0753
N -1.0940 -1.0531 -0.3334
O 2.5451 -1.5520 0.0613
O 0.5307 -2.8884 0.1765
H 1.0390 1.7514 1.4891
H 2.3628 2.5095 1.1706
H 0.9290 3.3279 0.4292
H 2.2005 2.0099 -1.2834
H 2.6577 0.9184 0.0028
H -0.1388 1.4068 -1.3374
H 0.9577 -0.0087 -2.0283
H -0.0929 0.2196 1.4879
H -4.1162 -0.6885 0.2198
H -3.4161 -2.1888 -0.0546
H -3.3140 1.2312 0.3878
H -1.5518 1.4387 0.3180
H -0.9579 -1.9726 -0.5918
H 3.2073 -2.2034 0.3244
H 1.0314 -3.6307 0.5171
*
```

Computed properties:
LUMO, eV: -3.391
Frontier orbital gap, eV: 9.250
Strongest force on any atom, Eh/bohr: 0.1123